61
Properties=species:S:1:pos:R:3:mulliken_charge:R:1 method="wB97M-V/def2-TZVPD" relative_energy_ev=1.040 lumo_ha=0.06643 total_energy_ha=-7546.19626 gap_ev=4.362 total_charge=-1 largest_force_ev_per_a=2.88 multiplicity=1 e_homo_ev=-2.55
Sc -0.149 0.010 0.012 -0.0996
O -0.163 -1.918 0.937 -0.4195
C -0.432 -3.025 0.469 -0.2054
C -1.274 -3.286 -0.652 0.7679
C -1.503 -4.604 -1.044 -0.4227
C -2.354 -4.887 -2.089 -0.4460
C -3.008 -3.836 -2.771 -0.4109
C -2.800 -2.541 -2.413 -0.8849
C -1.909 -2.190 -1.346 0.4412
O -1.709 -0.989 -1.030 -0.3248
N -2.584 -6.245 -2.477 1.0017
O -1.983 -7.133 -1.891 -0.6497
O -3.375 -6.465 -3.382 -0.6566
H -0.002 -3.907 0.970 0.2934
H -1.020 -5.419 -0.519 0.5042
H -3.677 -4.095 -3.579 0.4779
H -3.294 -1.732 -2.933 0.4536
Br 2.713 0.465 -4.053 -0.1994
C 1.475 1.754 -3.430 -0.3149
C 1.419 3.000 -4.045 -0.4555
C 0.514 3.936 -3.612 0.0727
Br 0.473 5.629 -4.491 -0.2829
C -0.361 3.668 -2.543 0.5325
C -1.333 4.566 -2.053 -0.6606
C -2.116 4.194 -0.994 -1.0095
C -1.925 2.940 -0.406 -0.1172
N -1.036 2.072 -0.830 0.4706
C -0.270 2.402 -1.902 0.3711
C 0.652 1.387 -2.357 0.5946
O 0.697 0.237 -1.798 -0.4969
H 2.082 3.226 -4.867 0.4097
H -1.454 5.532 -2.522 0.3193
H -2.871 4.862 -0.603 0.4018
H -2.517 2.637 0.449 0.3268
C -2.976 0.125 4.777 -1.1186
C -3.632 -0.024 3.397 -0.3851
C -2.666 0.205 2.336 0.2626
N -1.880 0.428 1.535 0.0215
H -3.730 0.022 5.556 0.3450
H -2.503 1.100 4.874 0.3378
H -2.215 -0.639 4.922 0.3248
H -4.446 0.692 3.279 0.2776
H -4.048 -1.025 3.275 0.2465
C 2.291 2.565 2.800 -1.2606
C 3.223 1.505 2.288 0.9910
C 4.556 1.493 2.648 -0.7114
C 5.428 0.516 2.179 -0.7195
C 4.917 -0.471 1.344 -0.6867
C 3.590 -0.504 0.954 0.9439
C 3.107 -1.623 0.078 -0.8815
C 2.667 0.515 1.396 -0.2263
N 1.379 0.596 1.059 -0.1378
H 2.810 3.248 3.478 0.3828
H 1.447 2.107 3.326 0.1458
H 1.865 3.135 1.969 0.1459
H 4.928 2.265 3.317 0.2716
H 6.473 0.514 2.467 0.3370
H 5.584 -1.253 0.985 0.2920
H 3.847 -2.425 0.024 0.3978
H 2.903 -1.279 -0.935 0.1706
H 2.175 -2.036 0.467 -0.1492

62
Properties=species:S:1:pos:R:3:mulliken_charge:R:1 method="wB97M-V/def2-TZVPD" relative_energy_ev=1.135 lumo_ha="0.07464 / 0.07640" total_energy_ha=-3339.75761 gap_ev="5.358 / 5.597" total_charge=-1 largest_force_ev_per_a=2.85 multiplicity=1 e_homo_ev="-3.33 / -3.52"
Ni 0.001 -0.602 -2.616 -0.2074
O -3.117 2.102 -3.082 -0.5291
C -1.961 1.392 -3.080 0.1412
O -1.986 0.152 -3.139 -0.4627
C -0.728 2.108 -3.018 0.3926
C -0.469 3.492 -3.017 -0.3401
C 0.835 3.914 -2.985 -0.4260
C 1.904 2.976 -2.957 -0.4169
C 1.584 1.645 -2.952 0.4996
N 0.312 1.242 -2.972 0.1809
C 2.553 0.468 -2.919 0.2512
O 3.757 0.668 -2.921 -0.7738
O 1.959 -0.682 -2.888 -0.5495
H -3.817 1.432 -3.090 0.3526
H -1.291 4.196 -3.037 0.5011
H 1.053 4.975 -2.979 0.3976
H 2.942 3.273 -2.938 0.5347
I -2.174 -3.181 -2.828 -0.2001
C -0.151 -2.493 -2.707 -0.9103
H 0.331 -2.783 -3.643 0.7066
H 0.289 -3.011 -1.863 0.1477
C 2.150 -2.128 0.303 -1.4273
C 1.663 -1.012 1.242 2.3213
C 1.914 -1.430 2.695 -2.0796
C 2.594 0.170 0.931 -1.9040
P -0.117 -0.542 0.737 0.0638
N -0.356 -0.587 -0.760 0.2422
C -1.338 -1.739 1.593 2.1766
C -0.921 -3.179 1.252 -1.7320
C -1.530 -1.633 3.109 -1.9918
C -2.704 -1.557 0.908 -1.6150
C -0.468 1.179 1.483 2.6659
C -1.980 1.435 1.379 -2.1959
C 0.188 2.235 0.585 -2.3552
C -0.041 1.426 2.933 -1.9850
H 3.217 -2.288 0.489 0.5694
H 2.031 -1.827 -0.736 0.0279
H 1.642 -3.075 0.457 0.2598
H 2.992 -1.573 2.835 0.5242
H 1.435 -2.371 2.952 0.2781
H 1.593 -0.680 3.416 0.2701
H 3.627 -0.185 0.982 0.6442
H 2.496 0.987 1.642 0.2773
H 2.436 0.553 -0.076 0.1314
H -0.031 -3.505 1.781 0.2672
H -0.762 -3.294 0.179 0.0448
H -1.736 -3.850 1.540 0.6156
H -0.604 -1.742 3.670 0.2283
H -2.203 -2.435 3.435 0.5302
H -1.996 -0.692 3.400 0.2649
H -2.577 -1.444 -0.169 0.0976
H -3.256 -0.702 1.291 0.2908
H -3.310 -2.449 1.097 0.5276
H -2.354 1.184 0.386 0.3067
H -2.165 2.500 1.553 0.6773
H -2.552 0.882 2.121 0.2823
H 0.024 1.989 -0.459 0.4652
H 1.257 2.339 0.750 0.2608
H -0.273 3.208 0.783 0.6106
H -0.453 0.702 3.633 0.2714
H -0.400 2.416 3.240 0.5185
H 1.041 1.432 3.050 0.2840

11
Properties=species:S:1:pos:R:3:mulliken_charge:R:1 method="wB97M-V/def2-TZVPD" relative_energy_ev=3.179 lumo_ha=-0.04717 total_energy_ha=-1329.25427 gap_ev=7.860 largest_force_ev_per_a=4.16 multiplicity=1 e_homo_ev=-9.14
O 2.452 -1.118 -1.120 -0.4355
C 1.581 -0.855 -0.087 -0.1053
O 2.229 -0.853 1.177 -0.4807
P 1.074 0.974 0.240 0.2706
S 2.662 1.800 -0.502 -0.3250
H 2.996 -0.240 -1.014 0.3132
H 0.727 -1.548 -0.061 0.4383
H 2.353 -1.845 1.539 0.3249
S -4.848 1.339 0.173 -0.3104
H -5.240 0.384 -0.772 0.1599
H -5.988 1.962 0.427 0.1500

9
Properties=species:S:1:pos:R:3:mulliken_charge:R:1 method="wB97M-V/def2-TZVPD" relative_energy_ev=1.971 lumo_ha="-0.33892 / -0.46068" total_energy_ha=-1499.06784 s_squared=2.036 gap_ev="4.713 / 4.215" total_charge=+2 largest_force_ev_per_a=5.36 multiplicity=3 e_homo_ev="-13.94 / -16.75"
C 0.131 -0.120 -0.324 -0.0005
C 0.135 -0.377 1.033 -0.1253
O 1.421 -0.916 1.535 -0.0580
C 1.106 -2.072 1.750 0.7531
O 1.174 -3.200 1.941 -0.0208
O -0.786 0.552 -0.880 -0.0271
H 0.930 -0.579 -0.930 0.3457
H -0.470 0.081 1.811 0.4268
Yb -1.649 1.508 -2.960 0.7060